Entry from the Open Molecules 2025 dataset: a 4-piece molecular cluster, C21H25F24O5P overall in a non-equilibrium geometry (ωB97M-V with the def2-TZVPD basis set).

Structure (XYZ):
```
76
Properties=species:S:1:pos:R:3:lowdin_charge:R:1
C -0.137 -3.122 -0.646 -0.08
C -0.410 -1.586 -1.246 -0.21
O -1.689 -1.008 -0.804 -0.10
C -2.806 -1.375 -1.687 -0.26
O -2.731 -2.068 -2.826 -0.07
C -4.319 -0.838 -1.219 -0.11
C -5.050 -1.905 -0.180 -0.26
C -6.165 -2.876 -0.896 -0.50
P -5.570 -3.755 -2.484 0.73
H -1.029 -3.530 -0.008 0.08
H 0.798 -3.071 0.095 0.07
H 0.210 -3.869 -1.509 0.09
H 0.443 -0.920 -0.742 0.10
H -0.213 -1.533 -2.399 0.13
H -5.029 -0.626 -2.129 0.10
H -4.186 0.200 -0.659 0.12
H -4.221 -2.522 0.386 0.12
H -5.634 -1.292 0.660 0.11
H -7.185 -2.295 -1.070 0.09
H -6.417 -3.727 -0.102 0.08
H -4.304 -4.469 -2.265 -0.10
H -5.345 -2.714 -3.496 -0.11
C 3.228 2.615 1.008 -0.05
C 3.290 1.115 0.680 -0.43
C 2.092 0.303 1.157 -0.30
F 1.949 0.334 2.501 0.09
F 2.239 -1.007 0.825 0.08
F 4.458 0.603 1.152 0.12
F 3.363 1.004 -0.685 0.10
O 3.943 3.034 2.174 0.03
C 3.238 2.892 3.406 -0.47
C 3.904 1.892 4.360 -0.27
F 4.003 0.659 3.804 0.08
F 3.176 1.746 5.500 0.10
F 1.943 2.594 3.147 0.12
F 3.230 4.131 3.971 0.14
H 3.731 3.134 0.182 0.15
H 2.204 3.007 0.991 0.15
H 1.164 0.657 0.699 0.17
H 4.909 2.222 4.633 0.16
C 7.132 -0.835 3.690 -0.05
C 7.578 -0.084 4.953 -0.42
C 8.857 0.731 4.798 -0.29
F 9.925 -0.036 4.483 0.09
F 9.172 1.355 5.964 0.09
F 7.674 -0.964 5.986 0.13
F 6.565 0.774 5.291 0.09
O 7.502 -2.215 3.615 0.04
C 8.814 -2.469 3.115 -0.48
C 9.730 -3.127 4.155 -0.26
F 9.858 -2.360 5.267 0.09
F 10.984 -3.306 3.659 0.09
F 9.328 -1.323 2.608 0.12
F 8.649 -3.304 2.053 0.14
H 6.035 -0.852 3.710 0.14
H 7.378 -0.293 2.769 0.15
H 8.744 1.504 4.031 0.18
H 9.339 -4.101 4.460 0.18
C -8.598 2.523 -3.816 -0.05
C -7.859 3.714 -4.444 -0.43
C -8.068 3.882 -5.944 -0.29
F -7.626 2.817 -6.651 0.09
F -7.375 4.956 -6.407 0.09
F -6.537 3.633 -4.133 0.12
F -8.316 4.846 -3.821 0.10
O -7.829 1.331 -3.630 0.03
C -7.741 0.477 -4.770 -0.48
C -6.308 0.339 -5.300 -0.27
F -5.785 1.541 -5.650 0.09
F -6.272 -0.440 -6.415 0.10
F -8.615 0.902 -5.714 0.12
F -8.199 -0.736 -4.358 0.13
H -8.871 2.829 -2.798 0.15
H -9.559 2.319 -4.305 0.15
H -9.124 4.044 -6.182 0.18
H -5.654 -0.108 -4.547 0.16
```

The value obtained for the electronic energy is -106923.029 eV. For the strongest force on any atom, the calculation gives 8.200 eV/A. The value obtained for the HOMO-LUMO gap is 8.67 eV. Its HOMO energy is -0.306 Eh. As for the spin multiplicity: 1. Its net charge is 0.

=====

Entry from the Open Molecules 2025 dataset: CH4NO3P as an isolated structure in a non-equilibrium geometry (ωB97M-V with the def2-TZVPD basis set).

Structure (XYZ):
```
10
Properties=species:S:1:pos:R:3:nbo_charge:R:1
C 1.686 0.128 -0.526 0.33
N -1.885 -0.213 0.603 -1.22
O -0.537 -2.248 -0.065 -1.08
O 0.451 -0.632 1.759 -1.09
O 0.543 -0.012 -0.880 -0.52
P -0.499 -1.028 0.725 2.42
H 2.169 0.071 0.443 0.19
H 2.259 0.448 -1.359 0.12
H -1.936 0.798 0.884 0.43
H -2.316 -0.617 -0.192 0.42
```

The value obtained for the electronic energy is -18024.004 eV. For the strongest force on any atom, the calculation gives 2.175 eV/A. The value obtained for the HOMO-LUMO gap is 10.69 eV. Its HOMO energy is -0.399 Eh. As for the spin multiplicity: 1. Its net charge is 0.

=====

Entry from the Open Molecules 2025 dataset: C2H5N in the gas phase in a non-equilibrium geometry (ωB97M-V with the def2-TZVPD basis set).

Structure (XYZ):
```
8
Properties=species:S:1:pos:R:3:nbo_charge:R:1
C 0.427 0.132 -0.642 -0.24
C -0.066 -0.244 0.585 -0.25
H 0.707 1.101 -0.849 0.18
H 1.080 -0.535 -1.095 0.19
H 0.242 0.516 1.389 0.16
H 0.244 -1.112 1.215 0.17
H -1.691 0.368 -0.206 0.37
N -0.943 -0.227 -0.398 -0.59
```

The value obtained for the electronic energy is -3642.267 eV. For the strongest force on any atom, the calculation gives 11.025 eV/A. The value obtained for the HOMO-LUMO gap is 10.73 eV. Its HOMO energy is -0.347 Eh. As for the spin multiplicity: 1. Its net charge is 0.

=====

Entry from the Open Molecules 2025 dataset: a 2-piece molecular cluster, C28H26N4O4 overall in a non-equilibrium geometry (ωB97M-V with the def2-TZVPD basis set).

Structure (XYZ):
```
62
Properties=species:S:1:pos:R:3:nbo_charge:R:1
C -0.841 3.586 0.157 -0.24
N -1.258 2.760 -0.846 0.43
O -0.720 2.859 -1.996 -0.55
O -2.112 1.842 -0.593 -0.57
C -1.765 4.069 1.127 -0.02
C -2.937 3.378 1.566 -0.21
C -3.739 3.891 2.567 -0.17
C -3.393 5.122 3.166 -0.04
N -3.875 5.445 4.459 0.50
O -3.476 6.513 4.982 -0.42
O -4.645 4.651 5.039 -0.41
C -2.342 5.914 2.644 -0.16
C -1.524 5.372 1.678 -0.24
H 0.089 4.138 -0.006 0.20
H -3.195 2.438 1.101 0.25
H -4.610 3.346 2.921 0.24
H -2.143 6.909 3.041 0.24
H -0.667 5.933 1.295 0.21
C 1.396 1.080 2.140 -0.68
C 1.156 -0.333 1.796 0.35
N 1.379 -1.362 2.659 -0.32
C 1.859 -1.222 4.027 -0.41
C 1.057 -2.581 2.057 0.11
C 0.589 -2.302 0.751 0.01
C 0.157 -3.352 -0.052 -0.20
C 0.318 -4.665 0.406 -0.22
C 0.841 -4.921 1.689 -0.20
C 1.190 -3.870 2.547 -0.23
C 0.694 -0.863 0.564 -0.23
C 0.415 -0.173 -0.618 0.06
C 0.606 -0.755 -1.878 -0.17
C -0.203 -0.562 -3.034 0.37
C -1.425 0.215 -3.216 -0.71
N 0.275 -1.347 -4.037 -0.33
C -0.261 -1.356 -5.391 -0.41
C 1.382 -2.076 -3.606 0.11
C 1.640 -1.713 -2.259 0.00
C 2.694 -2.335 -1.602 -0.21
C 3.404 -3.354 -2.249 -0.22
C 3.096 -3.727 -3.571 -0.21
C 2.083 -3.067 -4.279 -0.23
H 1.384 1.681 1.222 0.26
H 0.609 1.458 2.813 0.26
H 2.357 1.233 2.647 0.23
H 2.024 -2.221 4.437 0.22
H 2.804 -0.665 4.047 0.22
H 1.124 -0.704 4.660 0.22
H -0.285 -3.132 -1.021 0.22
H 0.029 -5.503 -0.232 0.22
H 0.961 -5.947 2.018 0.22
H 1.556 -4.014 3.561 0.22
H 0.023 0.832 -0.554 0.25
H -1.746 0.659 -2.276 0.31
H -1.270 1.015 -3.954 0.26
H -2.232 -0.427 -3.603 0.22
H 0.304 -2.085 -5.980 0.22
H -1.323 -1.643 -5.397 0.22
H -0.159 -0.361 -5.849 0.22
H 2.957 -2.027 -0.594 0.22
H 4.213 -3.862 -1.723 0.22
H 3.655 -4.528 -4.052 0.22
H 1.824 -3.289 -5.314 0.22
```

The value obtained for the electronic energy is -43601.685 eV. For the strongest force on any atom, the calculation gives 2.358 eV/A. The value obtained for the HOMO-LUMO gap is 4.88 eV. Its HOMO energy is -0.243 Eh. As for the spin multiplicity: 1. Its net charge is 0.

=====

Entry from the Open Molecules 2025 dataset: a 2-piece molecular cluster, C2H8N2S overall in a non-equilibrium geometry (ωB97M-V with the def2-TZVPD basis set).

Structure (XYZ):
```
13
Properties=species:S:1:pos:R:3:nbo_charge:R:1
C -0.458 2.485 0.290 -0.78
C 0.231 0.491 -1.220 -0.50
N 0.634 -1.637 0.862 -0.67
N 0.553 -2.850 0.310 -0.65
S -0.851 1.736 -1.335 0.43
H -0.809 1.814 1.109 0.25
H -1.005 3.536 0.301 0.22
H 0.600 2.895 0.211 0.25
H -0.341 -3.290 0.122 0.30
H 0.009 -0.130 -2.063 0.14
H 0.237 -1.528 1.779 0.34
H 0.275 -0.886 0.223 0.33
H 0.925 -2.634 -0.588 0.33
```

The value obtained for the electronic energy is -16014.269 eV. For the strongest force on any atom, the calculation gives 4.647 eV/A. The value obtained for the HOMO-LUMO gap is 7.28 eV. Its HOMO energy is -0.282 Eh. As for the spin multiplicity: 1. Its net charge is 0.

=====

Entry from the Open Molecules 2025 dataset: C2H6AgIP as an isolated structure in a non-equilibrium geometry (ωB97M-V with the def2-TZVPD basis set).

Structure (XYZ):
```
11
Properties=species:S:1:pos:R:3:nbo_charge:R:1
C -0.636 -0.209 0.945 -0.55
C -0.228 -0.910 -0.502 -0.73
P 0.940 0.332 -1.381 0.36
I 3.232 -0.482 -0.978 0.00
H 0.075 -0.528 1.834 0.28
H -1.759 -0.480 1.246 0.25
H -0.636 0.955 0.743 0.00
H 0.342 -1.926 -0.393 0.29
H -1.229 -1.045 -1.111 0.26
H 0.868 1.625 -0.712 -0.13
Ag -0.967 2.668 0.308 0.98
```

The value obtained for the electronic energy is -23550.091 eV. For the strongest force on any atom, the calculation gives 2.644 eV/A. The value obtained for the HOMO-LUMO gap is 5.47 eV. Its HOMO energy is -0.444 Eh. As for the spin multiplicity: 1. Its net charge is +1.

=====

Entry from the Open Molecules 2025 dataset: C4H6N4 as an isolated structure in a non-equilibrium geometry (ωB97M-V with the def2-TZVPD basis set).

Structure (XYZ):
```
14
Properties=species:S:1:pos:R:3:nbo_charge:R:1
C 0.107 -2.044 1.202 -0.46
C 0.284 -0.553 -0.956 -0.06
C 0.025 0.790 -1.382 -0.17
C -0.141 1.847 -0.377 0.29
H 0.841 -3.032 0.620 0.23
H 0.548 -1.843 2.414 0.27
H -1.079 -2.362 1.180 0.24
H 0.078 -1.483 -1.586 0.23
H 0.109 0.797 -2.358 0.21
H -0.644 3.683 -0.348 0.33
N 0.281 -0.671 0.466 -0.21
N -0.176 2.989 -0.993 -0.68
N -0.355 1.537 0.880 -0.28
N 0.124 0.346 1.238 0.04
```

The value obtained for the electronic energy is -10199.585 eV. For the strongest force on any atom, the calculation gives 8.786 eV/A. The value obtained for the HOMO-LUMO gap is 8.13 eV. Its HOMO energy is -0.306 Eh. As for the spin multiplicity: 1. Its net charge is 0.

=====

Entry from the Open Molecules 2025 dataset: C2H4N2OS in the gas phase in a non-equilibrium geometry (ωB97M-V with the def2-TZVPD basis set).

Structure (XYZ):
```
10
Properties=species:S:1:pos:R:3:nbo_charge:R:1
C -0.091 -0.204 0.996 -0.33
C -0.158 -0.778 -0.383 -0.61
N -0.527 1.160 0.988 -0.07
N -0.457 1.713 -0.080 -0.20
O 1.508 1.138 -1.488 -0.84
S -0.279 0.709 -1.473 1.04
H -0.696 -0.676 1.788 0.24
H 0.961 -0.265 1.229 0.26
H 0.701 -1.376 -0.743 0.27
H -0.962 -1.422 -0.834 0.24
```

The value obtained for the electronic energy is -17997.062 eV. For the strongest force on any atom, the calculation gives 7.174 eV/A. The value obtained for the HOMO-LUMO gap is 8.74 eV. Its HOMO energy is -0.342 Eh. As for the spin multiplicity: 1. Its net charge is 0.

=====

Among the records above, which one has the highest net charge? C2H6AgIP

=====

Which of these has the highest net charge? C2H6AgIP